7
Properties=species:S:1:pos:R:3 method="wB97M-V/def2-TZVPD" homo_lumo_gap_ev=9.69 charge=0 relative_energy_kcal_mol=131.4 total_energy_ha=-299.1274 smiles="C=N[N+](=O)[O-]" e_lumo_ev=-1.45 homo_energy_ha=-0.409
O -0.240 3.057 0.941
O 1.157 2.900 -0.658
N 0.193 1.067 -0.058
N 0.360 2.409 0.097
C -0.569 0.489 0.922
H -1.078 1.301 1.548
H -0.764 -0.544 0.942

8
Properties=species:S:1:pos:R:3 method="wB97M-V/def2-TZVPD" homo_lumo_gap_ev=8.12 charge=0 relative_energy_kcal_mol=226.0 total_energy_ha=-697.1908 e_lumo_ev=-1.30 homo_energy_ha=-0.346
S 1.188 0.586 0.311
O -0.430 -2.050 -2.517
O -0.638 -1.768 -0.137
N 0.197 1.933 1.319
N -0.220 -1.472 -1.383
C 0.264 -0.492 -0.754
H 0.386 1.389 2.179
H -0.746 1.875 0.983

8
Properties=species:S:1:pos:R:3 method="wB97M-V/def2-TZVPD" homo_lumo_gap_ev=10.28 charge=0 relative_energy_kcal_mol=156.6 total_energy_ha=-697.3013 e_lumo_ev=-0.11 homo_energy_ha=-0.382
S 0.594 -1.545 -0.059
O 0.411 -0.186 -1.016
O 0.589 -1.046 1.297
N -2.635 1.113 0.069
N -0.176 0.730 0.028
C -1.489 1.025 0.077
H 2.111 -1.418 -0.522
H 0.594 1.326 0.125

8
Properties=species:S:1:pos:R:3 method="wB97M-V/def2-TZVPD" homo_lumo_gap_ev=10.03 charge=0 relative_energy_kcal_mol=124.0 total_energy_ha=-697.3534 smiles="N=C=S.O=NO" e_lumo_ev=0.26 homo_energy_ha=-0.359
S -0.320 -2.650 -0.051
O 1.126 0.287 1.368
O -0.417 1.735 0.723
N -0.017 0.367 1.076
N 0.240 -0.190 -1.046
C 0.038 -1.332 -0.779
H 0.715 0.240 -1.834
H -1.365 1.544 0.542

8
Properties=species:S:1:pos:R:3 method="wB97M-V/def2-TZVPD" homo_lumo_gap_ev=11.11 charge=0 relative_energy_kcal_mol=105.0 total_energy_ha=-374.3119 smiles="NC(=O)n1oo1" e_lumo_ev=0.61 homo_energy_ha=-0.386
O -1.209 -1.365 0.008
O 0.395 1.517 1.141
O -2.013 -0.193 -0.021
N 0.900 0.091 -0.590
N -0.874 -0.258 0.764
C 0.263 0.615 0.391
H 1.833 0.404 -0.973
H 0.705 -0.812 -0.721

8
Properties=species:S:1:pos:R:3 method="wB97M-V/def2-TZVPD" homo_lumo_gap_ev=9.66 charge=0 relative_energy_kcal_mol=111.0 total_energy_ha=-374.3022 smiles="O=NN=O.C=O" e_lumo_ev=-0.29 homo_energy_ha=-0.366
O -0.905 1.584 1.057
O 0.868 -0.813 -1.164
O -2.209 -1.301 -0.133
N -1.615 -0.345 0.168
N -1.466 0.588 0.814
C 1.544 -0.146 -0.449
H 1.997 0.869 -0.823
H 1.786 -0.436 0.530

9
Properties=species:S:1:pos:R:3 method="wB97M-V/def2-TZVPD" homo_lumo_gap_ev="6.19 / 6.19" charge=-2 relative_energy_kcal_mol=34.1 total_energy_ha=-772.6324 e_lumo_ev="6.31 / 6.31" homo_energy_ha="0.005 / 0.005"
S -0.269 0.323 0.338
O 2.615 -1.562 -0.610
O 0.831 -1.835 -1.957
O -2.236 3.866 1.534
N 0.918 -0.030 -0.595
N -0.997 -1.033 0.768
C 1.492 -1.284 -1.054
H -0.517 -1.907 0.743
H -1.837 3.462 0.832

9
Properties=species:S:1:pos:R:3 method="wB97M-V/def2-TZVPD" homo_lumo_gap_ev="7.73 / 8.31" charge=0 relative_energy_kcal_mol=118.3 total_energy_ha=-772.5183 e_lumo_ev="-2.98 / -1.84" homo_energy_ha="-0.394 / -0.373"
S 2.998 -0.158 0.123
O 4.311 -0.132 -0.433
O 1.794 0.161 -1.057
O 2.711 0.841 1.122
N 0.526 0.137 -0.734
N 0.720 -2.010 0.352
C 0.139 -0.974 0.159
H 0.040 0.981 -0.321
H -0.928 -0.846 0.633